[1]
ORCA calculation (wB97M-V/def2-TZVPD) on a cluster of 2 separate species, C4H8O in total in a non-equilibrium geometry.

Cartesian coordinates (Å):
C  -0.9112  1.2856  1.6529
C  -0.4299  0.1479  1.1260
C  0.7530  -0.6140  1.5176
C  1.7271  -1.0504  0.6697
H  -0.3365  2.1389  1.9904
H  -1.9618  1.5631  1.6300
H  -0.9947  -0.1264  0.2395
H  0.9962  -0.6456  2.5797
H  2.1236  -2.0689  0.6585
H  2.3129  -0.4578  -0.0338
O  -0.9285  0.2243  -3.6546
H  -0.9183  -0.7336  -3.5561
H  -0.2632  0.4089  -4.3285

Largest force on an atom in eV Å⁻¹: 2.0
Relative energy (zero: lowest compared OMol25 entry of this formula, charge and spin) in kJ/mol: 395.9
HOMO level in eV: -7.988
LUMO in eV: -0.14
Orbital gap in eV: 7.846

---

[2]
ORCA calculation (wB97M-V/def2-TZVPD) on an isolated molecule of C2H2S2 in a non-equilibrium geometry.

Cartesian coordinates (Å):
S  1.9978  -0.1352  -0.4385
C  0.5257  0.4550  0.0544
C  -0.6376  -0.5134  0.1150
S  -2.0235  0.0086  -0.4490
H  0.4882  1.5614  0.3067
H  -0.3506  -1.3764  0.4113

Largest force on an atom in eV Å⁻¹: 7.7
Relative energy (zero: lowest compared OMol25 entry of this formula, charge and spin) in kJ/mol: 100.1
HOMO level in eV: -9.108
LUMO in eV: -1.68
Orbital gap in eV: 7.425

---

[3]
ORCA calculation (wB97M-V/def2-TZVPD) on a structure of composition C7H22ClHfI2N2P2S in a non-equilibrium geometry.

Cartesian coordinates (Å):
I  0.6012  -2.2235  0.2229
I  1.0654  0.5378  1.0904
Hf  -0.8833  1.9617  -0.5253
P  0.7976  1.3242  -2.4245
C  2.1918  0.1784  -2.6030
C  0.0896  1.4975  -4.0779
H  0.8684  1.7448  -4.7935
H  2.2424  3.0023  -3.3987
H  -0.6912  2.2694  -4.0530
H  1.0871  3.7410  -2.1905
H  1.8978  -0.8498  -2.3626
H  -0.3698  0.5720  -4.4099
C  1.7631  2.9019  -2.4110
H  2.5335  0.1840  -3.6578
H  2.5443  2.8413  -1.6392
H  3.0071  0.4454  -1.9174
P  -2.5111  0.7751  1.1279
C  -2.4084  -0.5897  2.3154
C  -2.6532  2.1570  2.3504
H  -4.3846  1.6734  -0.0789
H  -4.8954  0.8118  1.4229
H  -4.4637  -0.0892  -0.0167
C  -4.2287  0.7970  0.5645
H  -2.6221  3.1189  1.8166
H  -3.6015  2.0117  2.8958
H  -3.4221  -0.7949  2.7132
H  -1.6998  -0.3564  3.1204
H  -1.8164  2.0975  3.0629
H  -2.0534  -1.5078  1.8363
Cl  -1.3164  4.2459  -0.5538
N  3.3595  -5.3526  2.3666
C  2.6592  -4.3902  1.7552
N  2.9790  -3.0900  2.0222
S  1.3664  -4.8171  0.6881
H  4.0960  -5.1641  3.0607
H  3.3081  -6.2964  2.0388
H  2.2565  -2.4754  1.6804
H  3.3072  -2.8930  2.9623

Largest force on an atom in eV Å⁻¹: 2.9
Total charge: +3
HOMO level in eV: -18.118
LUMO in eV: -11.74
Orbital gap in eV: 6.378

---

[4]
ORCA calculation (wB97M-V/def2-TZVPD) on a cluster of 3 separate species, C39H47Br2F19O9 in total in a non-equilibrium geometry.

Cartesian coordinates (Å):
C  8.9239  3.5268  0.6603
C  8.3560  4.7369  0.6557
C  7.5416  5.1135  -0.5584
O  7.4595  6.2589  -0.8126
O  6.9572  4.1419  -1.2847
C  6.5751  4.6463  -2.5907
C  6.1027  3.5094  -3.5228
C  5.2351  2.4131  -2.8317
C  4.0226  1.9770  -3.7248
C  3.8558  0.4275  -3.8410
C  3.4913  -0.1949  -2.4678
C  1.9953  -0.1640  -2.1216
C  1.5667  -0.6014  -0.9365
C  2.4395  -1.1084  0.1908
C  2.2627  -0.3244  1.5470
C  3.5639  0.0624  2.2395
F  4.1563  -0.9752  2.8780
Br  3.0291  1.3099  3.6903
C  4.5994  0.8350  1.3300
F  3.9517  1.5302  0.4006
F  5.4844  -0.0200  0.8284
Br  5.5552  2.1713  2.4175
C  0.0737  -0.6081  -0.6665
O  -0.3666  -0.6017  0.4420
C  -0.8999  -0.6804  -1.8391
C  -2.2691  -1.2675  -1.5678
C  -3.1436  -0.4646  -0.5604
C  -4.2269  0.4342  -1.2579
C  -4.7163  1.4454  -0.1583
C  -6.1380  1.9905  -0.4099
C  -6.1862  3.0414  -1.5712
C  -6.3266  4.4880  -1.0556
O  -6.8802  5.2520  -2.1310
C  -6.5243  6.6175  -2.0394
C  -0.4868  -0.2448  -3.0158
C  -1.3376  -0.3002  -4.2669
C  -0.4760  -0.4738  -5.5341
O  0.4566  -1.1599  -5.5691
O  -0.8642  0.1952  -6.6733
C  0.9188  0.3378  -3.0579
O  1.0871  1.2165  -3.8311
H  8.3423  2.6988  0.2397
H  9.9447  3.3596  1.0156
H  8.4405  5.4248  1.4966
H  5.7912  5.4096  -2.4800
H  7.4816  5.1182  -3.0030
H  7.0194  3.0508  -3.9342
H  5.5764  3.9798  -4.3677
H  4.8473  2.7989  -1.8760
H  5.8561  1.5169  -2.6643
H  3.0863  2.4487  -3.3954
H  4.2376  2.3486  -4.7437
H  3.1006  0.2004  -4.6076
H  4.8410  0.0714  -4.1923
H  4.1189  0.2139  -1.6643
H  3.7648  -1.2687  -2.5266
H  2.1294  -2.1543  0.3785
H  3.5093  -1.1558  -0.0472
H  1.7329  -0.9986  2.2398
H  1.5801  0.5225  1.4075
H  -2.8705  -1.4626  -2.4653
H  -2.0899  -2.2589  -1.1044
H  -3.7211  -1.2058  0.0049
H  -2.5849  0.2005  0.0864
H  -5.0684  -0.1526  -1.6518
H  -3.7188  1.0587  -2.0163
H  -4.7720  0.8421  0.7689
H  -3.9512  2.2186  0.0090
H  -6.8731  1.1794  -0.5205
H  -6.4306  2.5293  0.5152
H  -7.0885  2.8379  -2.1648
H  -5.2547  2.9253  -2.1470
H  -7.0542  4.5539  -0.2208
H  -5.3639  4.9151  -0.7189
H  -5.5085  6.7888  -2.4421
H  -7.2164  7.2011  -2.6690
H  -6.5985  7.0209  -1.0133
H  -2.0015  -1.1811  -4.2555
H  -2.0119  0.5677  -4.3625
H  -1.7917  -0.0101  -6.8674
C  0.2021  -4.1859  2.6657
C  -0.0256  -5.3876  3.5938
C  0.9558  -6.5475  3.4412
F  0.9189  -7.0781  2.1994
F  0.6318  -7.5371  4.3080
F  -1.3031  -5.8160  3.4607
F  0.0900  -4.9269  4.8700
O  -0.5891  -4.1316  1.4872
C  -0.1602  -4.8454  0.3742
C  -1.1135  -5.9805  0.0009
F  -1.2669  -6.8430  1.0264
F  -0.6165  -6.6766  -1.0466
F  1.1040  -5.2723  0.5599
F  -0.1196  -3.9577  -0.6436
H  -0.1080  -3.3083  3.2350
H  1.2597  -4.0241  2.4516
H  1.9784  -6.2253  3.6603
H  -2.0960  -5.5848  -0.2684
C  -4.0409  -2.9700  3.9713
C  -4.0172  -1.7052  3.0972
C  -2.6366  -1.0944  2.8477
F  -2.0431  -0.7161  4.0009
F  -2.7337  0.0177  2.0750
F  -4.8626  -0.7858  3.6134
F  -4.5366  -2.0599  1.8858
O  -4.3465  -2.7963  5.3455
C  -3.3161  -2.4395  6.2024
C  -3.5171  -1.0477  6.8024
F  -3.6179  -0.1100  5.8375
F  -2.4579  -0.7197  7.5787
F  -2.1256  -2.5642  5.5802
F  -3.3208  -3.3444  7.2046
H  -4.8639  -3.5758  3.5925
H  -3.1496  -3.5840  3.8304
H  -1.9802  -1.8007  2.3275
H  -4.4253  -1.0182  7.4087

Largest force on an atom in eV Å⁻¹: 3.5
HOMO level in eV: -9.503
LUMO in eV: -0.87
Orbital gap in eV: 8.636

---

[5]
ORCA calculation (wB97M-V/def2-TZVPD) on an isolated molecule of C15H13N3O2S.

Cartesian coordinates (Å):
C  5.3128  0.5948  2.9849
C  5.9178  0.3836  1.7561
C  5.1455  0.1438  0.6361
C  3.7601  0.1255  0.7329
C  3.1492  0.3761  1.9638
C  3.9353  0.5968  3.0876
O  1.7839  0.4122  2.0997
C  1.1079  0.5384  0.8703
C  1.6741  -0.4489  -0.1538
C  0.9475  -0.3784  -1.5046
N  -0.3868  -0.9064  -1.4470
C  -1.4770  -0.1286  -1.2682
N  -1.3213  1.1940  -1.2765
C  -2.3975  1.9532  -1.1405
N  -3.6409  1.5584  -0.9856
C  -3.8080  0.2411  -0.9727
S  -5.3438  -0.5423  -0.7819
C  -4.5782  -2.0936  -0.8887
C  -3.2390  -2.0325  -1.0586
C  -2.7671  -0.6919  -1.1105
O  3.0341  -0.1553  -0.3999
H  5.9141  0.7682  3.8638
H  6.9933  0.3963  1.6703
H  5.5915  -0.0382  -0.3286
H  3.4396  0.7731  4.0288
H  0.0549  0.3402  1.0731
H  1.2144  1.5577  0.4762
H  1.5954  -1.4676  0.2658
H  1.5347  -0.9411  -2.2353
H  0.8767  0.6632  -1.8218
H  -0.4959  -1.9001  -1.3243
H  -2.2283  3.0213  -1.1543
H  -5.1890  -2.9719  -0.8166
H  -2.6131  -2.9030  -1.1464

Largest force on an atom in eV Å⁻¹: 0.7
Relative energy (zero: lowest compared OMol25 entry of this formula, charge and spin) in kJ/mol: 113.2
HOMO level in eV: -8.397
LUMO in eV: 0.54
Orbital gap in eV: 8.936

---

[6]
ORCA calculation (wB97M-V/def2-TZVPD) on the ion C20H12N5O9S with charge -1 in a non-equilibrium geometry.

Cartesian coordinates (Å):
O  0.6773  -1.5803  1.7772
C  0.8583  -0.9549  0.7348
C  2.0119  -1.2887  -0.1745
C  2.0456  -1.0497  -1.5550
C  3.1435  -1.4295  -2.3228
C  4.2285  -2.0771  -1.7344
C  4.1999  -2.3399  -0.3539
C  3.0936  -1.9673  0.4147
C  -0.1641  0.1246  0.3271
C  0.4552  1.4044  -0.1254
C  0.7308  2.2026  1.1616
N  1.5703  1.4933  2.1238
O  2.5129  0.8215  1.6343
O  1.3649  1.5648  3.3488
C  0.3670  3.5362  1.3420
N  0.5839  4.3216  2.4568
O  0.1356  5.5557  2.1058
N  -0.3378  5.6042  0.7769
O  -0.7623  6.6637  0.3536
C  -0.2503  4.2926  0.3317
C  -0.4547  3.7192  -0.9366
N  -0.6075  4.4361  -2.1058
O  -0.2304  3.5458  -3.0755
N  0.1383  2.2716  -2.4940
O  0.6441  1.4266  -3.2047
C  -0.1789  2.3443  -1.1513
S  -1.3241  -0.9969  -0.7994
O  -0.4892  -2.0451  -1.3485
O  -2.0244  -0.0764  -1.6671
C  -2.5344  -1.9516  0.1761
C  -2.1378  -2.8665  1.1512
C  -3.1031  -3.6234  1.8250
C  -4.4520  -3.5026  1.4627
C  -4.8313  -2.6299  0.4320
C  -3.8578  -1.8863  -0.2431
H  1.2150  -0.5748  -2.0497
H  3.1154  -1.2278  -3.3865
H  5.0842  -2.3777  -2.3382
H  5.0377  -2.8485  0.1266
H  3.0618  -2.1998  1.4867
H  -0.8941  0.2438  1.1541
H  1.4273  1.2000  -0.5894
H  -1.0849  -2.9914  1.3841
H  -2.7954  -4.3306  2.5992
H  -5.1995  -4.1229  1.9601
H  -5.8765  -2.5532  0.1200
H  -4.1125  -1.2795  -1.1111

Largest force on an atom in eV Å⁻¹: 3.8
Relative energy (zero: lowest compared OMol25 entry of this formula, charge and spin) in kJ/mol: 0.0
Total charge: -1
HOMO level in eV: -4.497
LUMO in eV: 2.16
Orbital gap in eV: 6.657

---

[7]
ORCA calculation (wB97M-V/def2-TZVPD) on a cluster of 2 separate species, C5H16N4O in total in a non-equilibrium geometry.

Cartesian coordinates (Å):
C  -0.0797  0.6393  0.1019
C  -1.2980  0.1172  -0.1255
C  1.0257  2.7983  0.5800
C  -1.6324  -2.4246  -0.3351
C  1.9154  -0.5484  0.4481
N  -2.4133  0.7511  -0.4183
N  1.8856  -1.8753  0.0866
N  0.4044  1.8945  -0.3673
N  -1.6035  -1.2043  0.5424
O  2.5318  0.3447  -0.3244
H  0.4318  2.9992  1.3928
H  1.8861  2.3615  1.0185
H  1.3687  3.7078  -0.0245
H  -0.6934  -2.9876  -0.3585
H  -2.5122  -3.0770  -0.0341
H  -1.8433  -2.1358  -1.4231
H  1.6623  -0.2271  1.3847
H  -2.4387  1.7159  -0.7695
H  -3.3176  0.2899  -0.1822
H  2.3114  -2.1907  -0.7987
H  2.0673  -2.5521  0.8243
H  1.1441  1.7297  -1.1879
H  -0.3310  2.2757  -0.9699
H  -0.7488  -1.1868  1.1084
H  -2.4864  -1.1979  1.0320
H  2.7635  -0.0172  -1.2009

Largest force on an atom in eV Å⁻¹: 4.5
Relative energy (zero: lowest compared OMol25 entry of this formula, charge and spin) in kJ/mol: 329.4
Total charge: +2
HOMO level in eV: -15.751
LUMO in eV: -6.76
Orbital gap in eV: 8.989

---

[8]
ORCA calculation (wB97M-V/def2-TZVPD) on a structure of composition C33H36BIrN9OSi in a non-equilibrium geometry.

Cartesian coordinates (Å):
Ir  -0.3555  0.1775  -0.1104
C  -0.1267  2.9020  2.4227
C  -0.5336  1.5139  2.7685
C  -0.7306  0.9214  4.0151
C  -1.1059  -0.3872  3.7659
N  -1.1377  -0.5799  2.4427
N  -0.8078  0.5931  1.8357
B  -1.7714  -1.7613  1.6022
N  -0.7260  -2.4468  0.6182
C  -0.5037  -3.7420  0.3688
C  0.1347  -3.8684  -0.8527
C  0.2859  -2.5743  -1.3463
C  0.8458  -2.0918  -2.6388
N  -0.2424  -1.7384  -0.4396
N  -2.8097  -1.0795  0.6207
C  -4.1324  -1.1848  0.4273
C  -4.5338  -0.2946  -0.5401
C  -3.3784  0.3629  -0.9470
C  -3.2072  1.4197  -1.9722
N  -2.3450  -0.1195  -0.2416
N  -2.3107  -2.7595  2.5575
C  -3.5486  -3.0282  3.0594
C  -3.4046  -3.9640  4.0419
C  -2.0183  -4.2188  4.1014
C  -1.2925  -5.1546  5.0195
N  -1.3520  -3.4971  3.2194
H  -0.3434  3.5726  3.2514
H  -0.6628  3.2603  1.5449
H  0.9423  2.9676  2.2058
H  -0.6220  1.3904  4.9790
H  -1.3752  -1.1876  4.4380
H  -0.8297  -4.4857  1.0769
H  0.4457  -4.7832  -1.3289
H  1.1782  -2.9352  -3.2403
H  1.6976  -1.4246  -2.4919
H  0.0933  -1.5436  -3.2078
H  -4.7153  -1.9043  0.9726
H  -5.5330  -0.1488  -0.9141
H  -4.1740  1.7335  -2.3592
H  -2.6178  1.0426  -2.8030
H  -2.7099  2.2972  -1.5524
H  -4.4404  -2.5340  2.7171
H  -4.1855  -4.4174  4.6299
H  -1.9649  -5.9210  5.3979
H  -0.8840  -4.6191  5.8769
H  -0.4651  -5.6367  4.5026
O  1.4195  -0.1465  0.9662
N  2.7453  -0.2195  0.6792
C  3.2247  -1.2909  0.0324
C  4.5800  -1.4029  -0.1845
C  5.4278  -0.4074  0.2819
C  4.8951  0.6812  0.9551
C  3.5309  0.7581  1.1433
H  2.4881  -2.0258  -0.2530
H  4.9584  -2.2724  -0.7035
H  6.4968  -0.4902  0.1382
H  5.5238  1.4697  1.3434
H  3.0164  1.5496  1.6666
C  0.5314  1.1664  -6.2104
C  -0.5143  1.6498  -5.4229
C  -0.3658  1.7076  -4.0542
C  0.8175  1.2586  -3.4288
C  1.8656  0.7867  -4.2496
C  1.7172  0.7349  -5.6220
Si  1.1116  1.2935  -1.6097
C  1.1480  3.0303  -1.0061
C  2.3114  3.5330  -0.3968
C  2.3461  4.8271  0.0937
C  1.2236  5.6433  -0.0105
C  0.0668  5.1721  -0.6216
C  0.0331  3.8838  -1.1214
H  0.4288  1.1518  -7.2878
H  -1.4293  1.9890  -5.8914
H  -1.1623  2.1212  -3.4584
H  2.7974  0.4599  -3.8011
H  2.5219  0.3662  -6.2443
H  2.4720  0.7564  -1.4540
H  3.1987  2.9139  -0.3338
H  3.2499  5.2141  0.5478
H  1.2593  6.6585  0.3640
H  -0.7966  5.8178  -0.7155
H  -0.8645  3.5383  -1.6240

Largest force on an atom in eV Å⁻¹: 1.6
Spin multiplicity: 2
Relative energy (zero: lowest compared OMol25 entry of this formula, charge and spin) in kJ/mol: 13.4
Total charge: +2
HOMO level (spin up / spin down) in eV: -13.766 / -13.764
LUMO (spin up / spin down) in eV: -7.20 / -7.78
Orbital gap (spin up / spin down) in eV: 6.566 / 5.984

---

Among the records above, which one has the lowest largest force on an atom? C15H13N3O2S

---

Which formula does entry 5 have? C15H13N3O2S